Record 1
12
Properties=species:S:1:pos:R:3 method="wB97M-V/def2-TZVPD" homo_lumo_gap_ev="7.2 / 7.5" e_above_lowest_ev=4.049 e_lumo_ev="-0.2 / 0.0" charge=0
O 0.4012 0.4116 -1.9525
C 0.3623 0.0383 -0.6342
C -0.9014 -0.6617 -0.1690
C -0.9932 0.0949 1.0569
C 1.4298 0.0677 0.2575
O 1.2503 0.0506 1.4998
H 0.8337 1.2705 -2.0264
H -0.8248 -1.7459 -0.0532
H -1.6674 -0.3986 -0.9026
H -0.9139 -0.3547 2.0370
H -1.2878 1.1377 1.0050
H 2.4500 0.0426 -0.1569



Record 2
43
Properties=species:S:1:pos:R:3 method="wB97M-V/def2-TZVPD" homo_lumo_gap_ev=7.8 e_lumo_ev=0.3 charge=0
C 2.1863 -0.0875 -3.6387
C 1.3531 0.2670 -2.5612
N 1.3938 -0.4486 -1.3915
C 2.1397 -1.5702 -1.3212
C 2.9340 -1.9831 -2.3884
C 2.9746 -1.2269 -3.5546
C 0.3188 1.2895 -2.7928
P -0.4752 2.1684 -1.4038
Y -0.0059 0.2542 0.4848
P 0.7165 -2.3168 1.0920
C 2.1788 -2.4214 -0.0571
O -1.4391 -0.3341 -3.7855
O -1.0635 -2.2908 -2.1938
H 2.1412 0.5283 -4.5314
H 3.4929 -2.9098 -2.2809
H 3.5988 -1.5286 -4.3938
C 0.4355 3.7300 -1.1116
C -2.0330 2.7467 -2.1557
H 2.2559 -3.4834 -0.3434
H 3.0751 -2.1674 0.5358
H -0.7465 0.4610 -3.4358
H 0.5716 1.9636 -3.6300
C 1.5243 -2.5751 2.7091
C -0.1318 -3.8919 0.7863
H -2.0892 -0.7316 -0.2480
H -1.9310 -2.7224 -2.1656
H -1.1882 -1.5457 -2.9520
H -1.2783 -0.4012 -4.7373
H 1.6262 0.5983 1.4224
H -1.4967 -0.9562 -0.7443
H 0.3239 4.4088 -1.9672
H 0.0160 4.2019 -0.2096
H 1.4963 3.5146 -0.9253
H -1.8643 3.6703 -2.7240
H -2.4401 1.9626 -2.8075
H -2.7464 2.9396 -1.3430
H 0.5102 -4.7386 1.0623
H -1.0445 -3.9077 1.3986
H -0.4190 -3.9377 -0.2712
H 1.8665 -3.6131 2.8126
H 2.3631 -1.8756 2.8163
H 0.7838 -2.3518 3.4901
I -1.9146 0.8147 2.5925



Record 3
98
Properties=species:S:1:pos:R:3 method="wB97M-V/def2-TZVPD" homo_lumo_gap_ev=5.2 e_lumo_ev=-4.5 charge=+1
C 10.0383 0.9127 -1.6065
C 8.5965 0.5418 -1.1277
O 8.0073 -0.3710 -1.6302
O 7.9532 1.2331 -0.0889
C 7.4284 2.4716 -0.5925
C 6.9517 3.3072 0.6651
C 6.4161 4.6876 0.1289
C 4.9115 4.5678 -0.3666
C 4.4201 5.9526 -0.9299
C 3.2220 6.5067 -0.0479
C 1.9618 5.6445 -0.4012
C 0.6500 6.0895 0.4015
C -0.5079 5.2523 -0.2119
C -0.4888 3.7717 -0.1110
C -1.6081 3.1352 -0.7554
Si -1.6934 1.2047 -0.7459
C -3.3514 0.5074 -0.1372
C -1.2731 0.5768 -2.5111
C -0.2180 0.6168 0.3527
C -2.6528 3.9246 -1.4382
O -3.7118 3.3370 -2.0673
N -2.5998 5.2448 -1.4413
N -1.5663 5.7835 -0.8470
H 10.0215 1.7947 -2.2971
H 10.5425 0.0534 -2.1024
H 10.6004 1.2028 -0.6781
H 8.1819 3.1078 -1.1180
H 6.5341 2.3029 -1.2502
H 6.1607 2.7047 1.1705
H 7.8035 3.4212 1.3743
H 6.4572 5.4737 0.9226
H 7.0106 5.0726 -0.7422
H 4.3194 4.2959 0.5505
H 4.8868 3.7333 -1.1039
H 5.2171 6.7433 -0.8841
H 4.1383 5.8445 -2.0039
H 2.9850 7.5634 -0.3096
H 3.4699 6.3417 1.0267
H 2.1149 4.5453 -0.2283
H 1.6741 5.7207 -1.4876
H 0.8078 5.7121 1.4456
H 0.4683 7.1857 0.3593
H 0.3137 3.2253 0.4121
H -4.1543 0.6645 -0.8956
H -3.2101 -0.5937 0.0279
H -3.6200 1.0123 0.8259
H -2.1788 0.1442 -3.0145
H -0.9533 1.4786 -3.1010
H -0.4315 -0.1597 -2.4759
H -0.0218 -0.4767 0.2600
H -0.3851 0.8446 1.4392
H 0.7350 1.1525 0.0819
H -3.3641 2.6702 -2.6935
H -1.5604 6.8103 -0.8681
C -2.0566 -3.6915 5.8629
C -2.1942 -3.5921 4.3493
N -1.5027 -2.4464 3.7790
C -1.8773 -2.1723 2.4011
C -1.5376 -3.2301 1.3473
C -0.0800 -2.3432 4.0731
C 0.8195 -3.5180 3.6810
H -2.3624 -2.7622 6.3476
H -2.6947 -4.4925 6.2410
H -1.0329 -3.9214 6.1650
H -3.2628 -3.5007 4.1302
H -1.8639 -4.5386 3.8992
H -1.4459 -1.2158 2.0888
H -2.9615 -2.0083 2.3746
H -0.4715 -3.2479 1.1201
H -2.0565 -2.9967 0.4112
H -1.8486 -4.2311 1.6484
H 0.0325 -2.1780 5.1489
H 0.3163 -1.4288 3.6193
H 0.4010 -4.4807 3.9807
H 1.7872 -3.4184 4.1786
H 1.0143 -3.5430 2.6094
C -6.6255 -6.6719 -2.5194
C -6.2881 -5.1869 -2.4908
N -5.3914 -4.8177 -1.4071
C -5.3105 -3.3829 -1.1867
C -4.7266 -2.5204 -2.3091
C -4.1234 -5.5316 -1.3515
C -3.2156 -5.4763 -2.5829
H -7.0110 -7.0062 -1.5543
H -7.3934 -6.8630 -3.2716
H -5.7579 -7.2822 -2.7782
H -7.2315 -4.6465 -2.3640
H -5.8905 -4.8934 -3.4728
H -4.7492 -3.1916 -0.2653
H -6.3224 -3.0187 -0.9763
H -3.6443 -2.6348 -2.3838
H -4.9195 -1.4641 -2.0981
H -5.1718 -2.7441 -3.2795
H -4.3358 -6.5834 -1.1373
H -3.5561 -5.1906 -0.4797
H -3.7598 -5.6657 -3.5104
H -2.4422 -6.2438 -2.5007
H -2.7044 -4.5178 -2.6702



Record 4
76
Properties=species:S:1:pos:R:3 method="wB97M-V/def2-TZVPD" homo_lumo_gap_ev=6.7 e_lumo_ev=1.8 charge=-1
O 1.9612 -4.1431 3.7832
C 1.1027 -4.2821 2.8538
O -0.0070 -5.1131 3.0745
C 1.2409 -3.5899 1.3882
N 0.9898 -4.4407 0.2700
C 1.1296 -3.6412 -0.9208
C 0.8431 -4.3838 -2.2989
C 0.9822 -3.6772 -3.6674
C 1.4234 -2.1579 -3.7604
C 1.6720 -1.4280 -2.4200
C 1.5257 -2.1495 -1.0191
N 1.7711 -1.3519 0.1544
C 1.6047 -2.0726 1.3731
C 1.8155 -1.2290 2.7389
C 0.9543 0.1530 2.5340
C 1.8062 1.3437 1.8643
S 0.8516 1.8706 0.3140
H 0.5183 -5.4788 -2.2792
H 0.7900 -4.2431 -4.6405
H 1.5375 -1.6348 -4.7649
H 1.9659 -0.3129 -2.4206
H 1.3460 -1.7371 3.6490
H 2.9352 -0.9838 2.8972
H 0.0511 -0.0714 1.8677
H 0.6092 0.4737 3.5828
H 2.8460 1.0184 1.4852
H 1.8511 2.2995 2.5069
H 1.3370 1.1326 -0.7766
F 2.7598 0.1624 5.1423
C 2.3556 0.1282 6.4206
C 1.2265 -0.6020 6.7579
C 0.8101 -0.6418 8.0845
C 1.5213 0.0579 9.0571
C 2.6509 0.7918 8.7059
C 3.0743 0.8231 7.3811
H 0.6812 -1.1335 5.9864
H -0.0676 -1.2165 8.3606
H 1.1929 0.0297 10.0915
H 3.2014 1.3394 9.4638
H 3.9564 1.3819 7.0909
F -2.4808 3.9724 -0.0107
C -1.8559 4.9183 -0.7261
C -0.5306 4.7330 -1.0905
C 0.1152 5.7131 -1.8371
C -0.5678 6.8719 -2.2017
C -1.8965 7.0492 -1.8260
C -2.5467 6.0648 -1.0887
H -0.0118 3.8274 -0.7904
H 1.1495 5.5751 -2.1343
H -0.0611 7.6382 -2.7808
H -2.4256 7.9540 -2.1074
H -3.5834 6.1818 -0.7951
F -2.0160 -7.1786 -2.4033
C -2.4376 -7.1994 -1.1250
C -3.5722 -7.9248 -0.7946
C -4.0052 -7.9507 0.5277
C -3.3044 -7.2420 1.5018
C -2.1686 -6.5125 1.1572
C -1.7298 -6.4959 -0.1627
H -4.1088 -8.4631 -1.5679
H -4.8877 -8.5215 0.7990
H -3.6453 -7.2590 2.5324
H -1.6244 -5.9565 1.9162
H -0.8431 -5.9409 -0.4465
F 0.7228 4.3775 -5.2186
C -0.1241 4.8908 -6.1230
C -0.9568 5.9377 -5.7589
C -1.8316 6.4735 -6.6986
C -1.8713 5.9491 -7.9888
C -1.0339 4.8945 -8.3417
C -0.1511 4.3655 -7.4056
H -0.9177 6.3272 -4.7480
H -2.4821 7.2980 -6.4264
H -2.5574 6.3649 -8.7202
H -1.0689 4.4844 -9.3457
H 0.5142 3.5503 -7.6654



Record 5
42
Properties=species:S:1:pos:R:3 method="wB97M-V/def2-TZVPD" homo_lumo_gap_ev=9.8 e_lumo_ev=-2.6 charge=+1
C -0.7606 -2.8434 2.4416
C -0.3841 -3.4090 1.0689
O 0.9948 -3.2307 0.7673
C 1.3235 -1.9399 0.3216
C 1.1248 -1.8087 -1.1868
C 1.2988 -0.3919 -1.7633
C 2.2166 0.5508 -0.9687
C 2.0550 2.0070 -1.3801
S 0.8869 2.9853 -0.3845
C 1.6765 2.9541 1.2393
C -0.5307 1.9002 -0.1088
C -1.4940 1.9354 -1.2887
C -2.5079 0.7939 -1.2200
O -3.3724 0.9034 -0.1179
C -3.0003 0.2044 1.0570
H 0.0054 -2.1401 2.7746
H -1.7216 -2.3274 2.4339
H -0.8163 -3.6277 3.1955
H -1.0067 -2.9633 0.2822
H -0.5461 -4.4842 1.0278
H 0.7298 -1.1836 0.8628
H 2.3696 -1.7757 0.5934
H 1.8002 -2.5051 -1.6855
H 0.1157 -2.1601 -1.4138
H 0.3158 0.0724 -1.8849
H 1.7093 -0.4534 -2.7737
H 3.2584 0.2708 -1.1428
H 2.0716 0.4480 0.1098
H 1.7168 2.1250 -2.4119
H 2.9705 2.5945 -1.2791
H 1.3116 2.1042 1.8124
H 2.7535 2.8842 1.1043
H 1.4255 3.8845 1.7434
H -0.1433 0.8999 0.0990
H -0.9930 2.2903 0.7995
H -2.0294 2.8866 -1.2947
H -0.9592 1.8612 -2.2408
H -3.1222 0.8232 -2.1204
H -1.9865 -0.1737 -1.1987
H -3.8906 -0.2763 1.4622
H -2.2553 -0.5720 0.8497
H -2.6103 0.8869 1.8190



Record 6
63
Properties=species:S:1:pos:R:3 method="wB97M-V/def2-TZVPD" multiplicity=3 homo_lumo_gap_ev="4.6 / 4.9" e_above_lowest_ev=0.000 s2=2.047 e_lumo_ev="-8.5 / -8.2" charge=+2
P 0.2659 -1.4816 -3.6760
P 1.3972 1.7388 -4.0289
C 0.2383 -0.3483 -5.2769
C 1.5534 0.4264 -5.3433
H -0.6483 0.2825 -5.1228
H 0.0589 -0.9742 -6.1589
H 2.4468 -0.1926 -5.1573
H 1.6635 0.9507 -6.3084
C -0.0576 2.5990 -4.7549
H -0.1794 3.5631 -4.2666
H -1.0090 2.0732 -4.6160
H 0.0710 2.7824 -5.8298
C 2.7242 2.9472 -4.2636
H 2.7968 3.2518 -5.3232
H 3.6632 2.4865 -3.9338
H 2.4890 3.8358 -3.6619
C -1.9284 -2.8015 -4.9719
H -2.8997 -3.2794 -5.2322
H -1.3011 -2.5992 -5.8691
H -2.1246 -1.8896 -4.3598
C 1.2943 -2.9031 -4.9788
H 2.2929 -2.4820 -5.1985
H 0.7734 -3.1092 -5.9272
H 1.4059 -3.8533 -4.4361
W 1.0872 0.2637 -2.4275
C -2.1471 4.2700 -2.6096
C -3.1310 3.2862 -3.0164
C -2.9861 1.9402 -3.1037
C -1.7591 -2.7321 -2.0627
C -1.7023 -3.9511 -2.7654
C -1.2963 -3.8259 -4.0871
C 1.8114 -1.6349 -2.7589
C -0.8803 4.3292 -2.1429
C 2.6472 -0.1956 -1.1205
H -2.5091 5.3129 -2.7269
H -4.0779 3.7669 -3.3009
H -2.0668 1.4868 -2.7445
H -3.8415 1.2877 -3.2404
H -1.3280 -2.6322 -1.0625
H -2.4006 -1.9298 -2.4668
H -1.8070 -4.9526 -2.3310
H -0.8439 -4.6702 -4.6136
H 2.7260 -1.6178 -3.3727
H 1.7473 -2.4543 -2.0271
H -0.1803 4.9917 -2.6525
H -0.6094 3.9568 -1.1607
H 3.1346 0.6649 -0.6892
H 3.4141 -0.8889 -1.4841
H 2.0765 -0.7123 -0.3299
C 0.0074 1.1466 -0.8469
C 0.0020 0.7058 0.6500
C -1.1524 0.0963 1.1763
C -1.2365 -0.1706 2.5459
C -0.1764 0.1195 3.4077
C 0.9889 0.6558 2.8633
C 1.0958 0.9249 1.4934
H 0.2631 2.2175 -0.8735
H -1.0374 1.1480 -1.1432
H -1.9788 -0.1471 0.4964
H -2.1430 -0.6077 2.9527
H -0.2623 -0.0733 4.4769
H 1.8234 0.8816 3.5181
H 2.0409 1.3010 1.0859



Record 7
72
Properties=species:S:1:pos:R:3 method="wB97M-V/def2-TZVPD" smiles="COc1ccc(-c2cc3c(=O)n(CC(=O)NCCCN4CCC(Cc5ccccc5)CC4)ncn3n2)cc1" homo_lumo_gap_ev=8.6 e_above_lowest_ev=0.000 e_lumo_ev=0.4 charge=0
C 4.8593 5.0410 5.0827
H 4.5433 6.0008 4.6616
O 5.0646 4.0783 4.0772
C 4.0172 3.7283 3.2847
C 4.2911 2.7765 2.2990
C 3.3042 2.3502 1.4408
C 2.0085 2.8607 1.5400
C 1.7408 3.8068 2.5268
C 2.7268 4.2407 3.3905
H 2.4810 4.9759 4.1406
H 0.7397 4.2003 2.6059
C 0.9432 2.4053 0.6682
N -0.3219 2.7712 0.8807
N -1.0462 2.1484 -0.0305
C -2.4051 2.1385 -0.1462
N -2.9978 1.3882 -0.9908
N -2.2936 0.6072 -1.8246
C -0.9121 0.5762 -1.9014
O -0.3217 -0.0896 -2.7289
C -0.2740 1.3787 -0.8715
C 1.0250 1.5300 -0.4391
H 1.8935 1.0758 -0.8654
C -3.1247 -0.2929 -2.6051
H -4.0478 0.2469 -2.8280
H -3.3619 -1.1734 -1.9970
C -2.4933 -0.7423 -3.9391
O -2.5374 -0.0448 -4.9283
N -2.0629 -2.0147 -3.9098
H -1.7608 -2.4438 -3.0332
C -1.3825 -2.5959 -5.0489
C -0.9979 -4.0354 -4.7234
H -0.5833 -4.5040 -5.6168
C 0.0454 -4.1011 -3.6027
N -0.5105 -3.6774 -2.3202
C 0.4099 -2.8702 -1.5363
C -0.3047 -2.2921 -0.3214
C -0.8755 -3.3989 0.5596
C -1.7736 -4.2808 -0.3084
C -1.0152 -4.7885 -1.5330
H -1.6872 -5.3799 -2.1603
H -0.1900 -5.4471 -1.2041
H -2.1430 -5.1323 0.2663
H -2.6355 -3.6988 -0.6429
C -1.6513 -2.8131 1.7511
C -0.8633 -1.7497 2.4643
C 0.3205 -2.0648 3.1218
C 1.0777 -1.0782 3.7270
C 0.6542 0.2398 3.6996
C -0.5362 0.5620 3.0723
C -1.2814 -0.4251 2.4507
H -2.2057 -0.1639 1.9519
H -0.8758 1.5867 3.0567
H 1.2475 1.0132 4.1644
H 2.0015 -1.3381 4.2231
H 0.6533 -3.0924 3.1554
H -1.8984 -3.6209 2.4450
H -2.5889 -2.3842 1.3897
H -0.0450 -4.0040 0.9391
H -1.1234 -1.6551 -0.6589
H 0.3936 -1.6721 0.2431
H 0.7590 -2.0471 -2.1628
H 1.2826 -3.4595 -1.2032
H 0.4554 -5.1205 -3.5359
H 0.8678 -3.4315 -3.8637
H -1.8915 -4.5892 -4.4315
H -0.4894 -2.0075 -5.2920
H -2.0539 -2.5533 -5.9120
H -2.9867 2.7636 0.5094
H 3.5381 1.6097 0.6922
H 5.2948 2.3872 2.2319
H 4.1202 4.7047 5.8170
H 5.8232 5.1640 5.5739



Record 8
17
Properties=species:S:1:pos:R:3 method="wB97M-V/def2-TZVPD" homo_lumo_gap_ev=9.7 e_above_lowest_ev=1.970 e_lumo_ev=1.0 charge=0
C 1.2685 -0.0719 -1.7461
C 0.9732 -0.1802 -0.2750
O 1.2575 1.2657 0.3330
C -0.0387 1.1948 0.8497
C -1.1506 1.0084 -0.1136
C -0.4085 -0.2077 0.3354
C -0.9423 -1.3091 1.2202
H 1.2254 -1.0282 -2.2778
H 0.5980 0.6369 -2.2390
H 2.2883 0.3172 -1.8080
H 1.6108 -0.9267 0.2179
H -0.2470 1.5741 1.8457
H -2.1243 1.1243 0.3463
H -1.0782 1.3545 -1.1384
H -1.5958 -2.0396 0.7290
H -0.1170 -1.8623 1.6886
H -1.5195 -0.8501 2.0319



> What is the charge in the first record?

0